{
  "formula": "C3H10S2",
  "method": "the ωB97M-V functional and the def2-TZVPD basis",
  "symbols": ["C", "C", "C", "H", "H", "H", "H", "H", "H", "H", "H", "S", "S", "H", "H"],
  "xyz": [[1.3389, -1.9982, -0.7981], [1.0607, -0.5546, -1.3779], [2.3499, 0.0678, -1.8061], [2.0297, -2.5745, -1.4417], [0.3883, -2.5315, -0.6943], [1.8969, -1.9274, 0.1385], [0.6701, -0.0286, -0.5064], [0.2514, -0.6282, -2.1016], [2.3758, 1.1469, -1.9380], [3.2796, -0.2553, -1.3192], [2.6430, -0.2506, -2.8163], [-5.5222, 3.0025, 3.6525], [-4.4432, 1.3476, 3.3271], [-4.7228, 4.0735, 3.3934], [-3.5961, 1.1105, 4.2879]],
  "atomic_forces_ev_per_a": [[0.2598, 0.5356, -0.9287], [0.2558, -1.6508, 2.0140], [1.3991, 0.1860, -2.1130], [-0.5637, 0.1715, -0.0901], [0.3553, -0.0936, 0.2475], [-0.4227, 0.0613, 0.1736], [-0.2404, 0.3354, -0.1482], [0.3211, 0.3019, -0.3579], [-0.2583, 0.2089, 0.5366], [-0.6048, 0.1700, 0.8827], [-0.5022, -0.2258, -0.2159], [-0.4705, 0.9317, 0.8674], [-0.1641, -0.7698, -2.1468], [0.1510, -0.5869, -0.1552], [0.4845, 0.4246, 1.4339]],
  "e_tot_ev": -24942.921,
  "homo_energy_ev": -9.4,
  "smiles": "CCC.SS",
  "lumo_energy_ev": 0.361,
  "relative_energy_ev": 0.775,
  "molar_mass_g_mol": 110.25,
  "orbital_gap_ev": 9.7,
  "multiplicity": 1
}